1 | ORCA calculation (the ωB97M-V functional and the def2-TZVPD basis) on a 2-piece molecular cluster, C5H14OS overall.

Last column: natural (NBO) charge in e.
CARTESIAN COORDINATES (ANGSTROEM)
C: 0.42 -0.68 1.65  -0.61
C: 0.25 -0.61 0.14  -0.40
C: -0.98 0.15 -0.35  -0.41
C: -0.71 1.65 -0.49  -0.54
S: 0.17 2.11 -2.00  0.19
C: -1.22 2.65 -2.97  -0.75
H: -0.34 -1.25 2.16  0.20
H: 0.48 0.32 2.06  0.20
H: 1.37 -1.19 1.85  0.21
H: 1.13 -0.14 -0.32  0.20
H: 0.30 -1.59 -0.32  0.20
H: -1.33 -0.28 -1.29  0.21
H: -1.80 0.00 0.36  0.20
H: -0.20 1.98 0.42  0.22
H: -1.64 2.22 -0.43  0.22
H: -1.68 3.56 -2.59  0.21
H: -0.87 2.84 -3.98  0.23
H: -1.95 1.85 -2.99  0.21
O: 2.92 -4.45 3.38  -0.95
H: 2.07 -4.61 2.98  0.47
H: 3.62 -4.54 2.71  0.47

Properties
- SMILES = CCCCSC.O
- 2S+1 = 1
- net charge = 0

2 | ORCA calculation (the ωB97M-V functional and the def2-TZVPD basis) on a 2-piece molecular cluster, C5H14OS overall.

Last column: natural (NBO) charge in e.
CARTESIAN COORDINATES (ANGSTROEM)
C: 1.02 0.86 -1.09  -0.62
C: 0.62 -0.61 -0.98  -0.40
C: 0.21 -0.98 0.44  -0.41
C: -0.83 -0.07 1.08  -0.54
S: -2.36 0.10 0.14  0.19
C: -2.98 -1.58 0.21  -0.75
H: 1.55 1.16 -0.19  0.19
H: 0.09 1.43 -1.10  0.21
H: 1.49 1.02 -2.06  0.21
H: -0.28 -0.74 -1.59  0.21
H: 1.43 -1.23 -1.35  0.20
H: -0.15 -2.01 0.47  0.20
H: 1.10 -1.01 1.09  0.20
H: -0.48 0.93 1.27  0.23
H: -1.05 -0.48 2.07  0.22
H: -2.86 -1.97 1.22  0.22
H: -4.04 -1.54 -0.03  0.23
H: -2.50 -2.24 -0.52  0.21
O: 3.28 2.98 0.71  -0.93
H: 3.77 3.61 0.17  0.47
H: 2.99 2.35 0.04  0.47

Properties
- SMILES = CCCCSC.O
- 2S+1 = 1
- net charge = 0

Most stable structure - 2; separation to the second - 8.6 kJ/mol.

1 | ORCA calculation (the ωB97M-V functional and the def2-TZVPD basis) on C25H24AsCl3N5STc as an isolated structure.

Last column: natural (NBO) charge in e.
CARTESIAN COORDINATES (ANGSTROEM)
Tc: -0.33 0.30 0.63  0.86
S: -0.06 -1.48 -0.91  0.33
C: -1.50 -2.42 -1.03  -0.14
C: -1.44 -3.61 -1.80  -0.13
C: -2.59 -4.36 -1.96  -0.18
C: -3.79 -3.95 -1.38  -0.03
C: -3.85 -2.78 -0.61  -0.10
C: -2.72 -2.03 -0.42  -0.38
As: -2.68 -0.41 0.63  1.16
C: -4.50 -0.11 1.23  -0.37
C: -5.35 0.59 0.38  -0.20
C: -6.70 0.67 0.70  -0.18
C: -7.17 0.07 1.86  -0.14
C: -6.31 -0.61 2.70  -0.20
C: -4.96 -0.70 2.40  -0.16
C: -1.70 -0.96 2.25  -0.37
C: -1.76 -0.05 3.33  -0.23
C: -1.32 -0.43 4.59  -0.19
C: -0.82 -1.71 4.78  -0.10
C: -0.70 -2.60 3.71  -0.20
C: -1.14 -2.23 2.45  -0.18
H: -0.51 -3.93 -2.25  0.27
H: -2.55 -5.27 -2.55  0.27
H: -4.69 -4.54 -1.53  0.26
H: -4.79 -2.46 -0.16  0.25
H: -4.97 1.07 -0.51  0.23
H: -7.37 1.21 0.04  0.25
H: -8.22 0.16 2.11  0.26
H: -6.69 -1.09 3.60  0.25
H: -4.29 -1.24 3.07  0.22
H: -2.20 0.93 3.18  0.24
H: -1.40 0.26 5.42  0.26
H: -0.52 -2.02 5.77  0.26
H: -0.30 -3.59 3.88  0.26
H: -1.10 -2.95 1.64  0.23
C: 2.22 4.41 -4.37  -0.62
C: 2.45 4.90 -2.95  -0.23
C: 3.58 4.17 -2.24  -0.62
C: 1.16 4.92 -2.12  -0.22
N: 0.72 3.59 -1.70  -0.13
C: 0.99 2.92 -0.58  0.24
N: 0.30 1.79 -0.64  -0.40
N: -0.40 1.79 -1.81  -0.03
N: -0.14 2.86 -2.44  0.05
H: 3.14 4.53 -4.95  0.25
H: 1.43 4.97 -4.87  0.23
H: 1.96 3.35 -4.41  0.20
H: 2.73 5.96 -3.02  0.24
H: 3.41 3.09 -2.21  0.19
H: 3.72 4.54 -1.22  0.21
H: 4.51 4.33 -2.77  0.26
H: 0.34 5.34 -2.71  0.26
H: 1.29 5.52 -1.22  0.24
H: 1.66 3.24 0.20  0.27
Cl: 3.52 2.02 3.87  0.14
C: 3.33 0.32 3.39  -0.27
Cl: 4.78 -0.29 2.61  0.17
Cl: 2.87 -0.68 4.78  0.14
C: 2.21 0.28 2.45  0.53
N: 1.34 0.24 1.70  -0.48

Properties
- expectation value of S² = 3.795
- 2S+1 = 4
- net charge = +3

2 | ORCA calculation (the ωB97M-V functional and the def2-TZVPD basis) on C25H24AsCl3N5STc as an isolated structure.

Last column: natural (NBO) charge in e.
CARTESIAN COORDINATES (ANGSTROEM)
Tc: -0.03 0.15 0.68  0.80
S: -1.36 1.74 -0.45  0.36
C: -0.40 2.60 -1.54  -0.18
C: -1.06 3.64 -2.28  -0.11
C: -0.36 4.37 -3.20  -0.19
C: 0.99 4.10 -3.42  -0.04
C: 1.66 3.09 -2.70  -0.09
C: 0.99 2.36 -1.76  -0.39
As: 1.75 0.89 -0.79  1.22
C: 3.47 0.48 -1.46  -0.30
C: 3.57 -0.43 -2.51  -0.23
C: 4.82 -0.69 -3.04  -0.17
C: 5.94 -0.04 -2.53  -0.14
C: 5.83 0.86 -1.49  -0.18
C: 4.59 1.14 -0.94  -0.24
C: 1.84 1.47 1.08  -0.39
C: 2.49 0.59 1.97  -0.22
C: 2.67 0.95 3.29  -0.17
C: 2.21 2.19 3.73  -0.10
C: 1.57 3.07 2.87  -0.19
C: 1.38 2.72 1.54  -0.16
H: -2.11 3.82 -2.10  0.26
H: -0.86 5.15 -3.77  0.27
H: 1.54 4.68 -4.15  0.26
H: 2.71 2.90 -2.90  0.25
H: 2.70 -0.94 -2.90  0.23
H: 4.93 -1.40 -3.85  0.25
H: 6.92 -0.25 -2.96  0.26
H: 6.71 1.36 -1.10  0.25
H: 4.50 1.85 -0.13  0.23
H: 2.88 -0.36 1.61  0.25
H: 3.18 0.28 3.98  0.26
H: 2.37 2.48 4.76  0.26
H: 1.23 4.04 3.23  0.26
H: 0.89 3.41 0.87  0.24
C: -5.13 -3.53 -1.52  -0.62
C: -4.55 -4.24 -0.31  -0.24
C: -4.89 -3.51 0.99  -0.62
C: -3.04 -4.48 -0.45  -0.21
N: -2.28 -3.20 -0.44  -0.13
C: -1.81 -2.50 0.57  0.24
N: -1.24 -1.41 0.06  -0.41
N: -1.41 -1.48 -1.30  -0.03
N: -2.03 -2.54 -1.59  0.04
H: -6.21 -3.47 -1.43  0.25
H: -4.90 -4.06 -2.45  0.23
H: -4.75 -2.51 -1.61  0.19
H: -4.96 -5.25 -0.25  0.25
H: -4.56 -2.47 0.96  0.18
H: -4.45 -4.00 1.87  0.21
H: -5.96 -3.49 1.14  0.26
H: -2.78 -4.95 -1.39  0.26
H: -2.64 -5.07 0.37  0.23
H: -1.88 -2.77 1.60  0.27
Cl: -1.74 -1.08 5.78  0.15
C: -1.96 0.47 4.99  -0.27
Cl: -3.65 0.84 4.71  0.16
Cl: -1.13 1.77 5.84  0.14
C: -1.34 0.37 3.64  0.51
N: -0.87 0.29 2.60  -0.49

Properties
- expectation value of S² = 3.798
- 2S+1 = 4
- net charge = +3

Most stable structure - 2; separation to the second - 38.1 kJ/mol.

1 | ORCA calculation (the ωB97M-V functional and the def2-TZVPD basis) on C5H13N2O as an isolated structure.

Last column: natural (NBO) charge in e.
CARTESIAN COORDINATES (ANGSTROEM)
O: -1.68 -1.60 0.43  -0.49
C: -0.51 -1.44 0.50  0.57
N: 0.67 -1.56 0.81  -0.40
C: 0.01 -4.23 2.03  -0.86
C: 0.20 1.49 -1.11  -0.37
N: 0.81 2.66 -1.55  0.23
C: 1.24 3.52 -0.53  -0.55
C: -1.30 1.40 -1.55  -0.56
H: -0.53 -3.66 2.79  0.21
H: -0.65 -4.31 1.17  0.21
H: 0.19 -5.24 2.37  0.23
H: 0.90 -3.66 1.79  0.21
H: 0.71 0.56 -1.40  0.32
H: 0.31 -0.69 -0.05  0.32
H: 0.34 1.35 -0.03  0.20
H: 0.78 3.38 0.46  0.25
H: 1.16 4.56 -0.84  0.30
H: 2.33 3.32 -0.41  0.37
H: -1.42 1.49 -2.62  0.26
H: -1.68 0.45 -1.17  0.27
H: -1.88 2.19 -1.07  0.24

Properties
- 2S+1 = 1
- net charge = +1

2 | ORCA calculation (the ωB97M-V functional and the def2-TZVPD basis) on an isolated ion of composition C5H13N2O and charge +1.

Last column: natural (NBO) charge in e.
CARTESIAN COORDINATES (ANGSTROEM)
C: -2.15 -0.28 -0.83  -0.05
O: -3.39 -0.13 -0.05  -0.74
C: -0.90 -0.35 0.04  -0.11
C: 0.44 -0.34 -0.66  -0.33
C: 1.54 0.28 0.30  -0.24
C: 2.75 0.54 -0.35  0.19
N: 1.11 1.47 1.04  -0.69
N: -0.88 -1.57 0.95  -0.85
H: -2.13 -1.11 -1.53  0.19
H: -2.06 0.58 -1.47  0.18
H: -3.95 0.69 -0.08  0.51
H: -0.84 0.55 0.68  0.24
H: 0.45 0.34 -1.54  0.21
H: 0.80 -1.33 -0.99  0.25
H: 3.61 -0.11 -0.25  0.24
H: 2.92 1.58 -0.60  0.20
H: 1.91 1.55 1.74  0.38
H: 1.68 -0.63 0.93  0.31
H: 1.45 2.12 0.34  0.35
H: -1.12 -2.45 0.47  0.39
H: -1.26 -1.43 1.85  0.40

Properties
- 2S+1 = 1
- net charge = +1

Most stable structure - 2; separation to the second - 229.5 kJ/mol.

1 | ORCA calculation (the ωB97M-V functional and the def2-TZVPD basis) on a 2-piece molecular cluster, C5H13N2O overall.

Last column: natural (NBO) charge in e.
CARTESIAN COORDINATES (ANGSTROEM)
C: 0.28 1.45 -0.93  -0.26
C: -0.48 1.54 -2.04  0.08
N: -1.08 0.56 -2.73  -0.75
N: 0.87 2.68 -0.38  -0.66
H: 0.37 0.62 -0.27  0.23
H: -0.52 2.53 -2.49  0.19
H: -1.81 0.88 -3.35  0.40
H: -1.24 -0.34 -2.29  0.44
H: 1.89 2.72 -0.41  0.44
H: 0.57 2.84 0.58  0.44
H: 0.56 3.53 -0.85  0.44
O: -0.81 -1.66 -0.74  -0.59
C: -0.65 -2.12 0.37  0.47
C: 0.58 -2.02 1.20  -0.51
C: 0.23 -1.60 2.65  -0.60
H: -1.51 -2.70 0.76  0.13
H: 1.26 -1.31 0.72  0.21
H: 1.01 -3.02 1.21  0.25
H: -0.13 -0.58 2.74  0.20
H: 1.13 -1.67 3.26  0.23
H: -0.52 -2.31 2.99  0.22

Properties
- 2S+1 = 1
- net charge = +1

2 | ORCA calculation (the ωB97M-V functional and the def2-TZVPD basis) on an isolated ion of composition C5H13N2O and charge +1.

Last column: natural (NBO) charge in e.
CARTESIAN COORDINATES (ANGSTROEM)
N: 0.23 -0.30 -1.43  -0.85
C: 0.02 0.75 -0.45  -0.16
C: -0.96 1.87 -1.09  0.40
O: -1.56 1.42 -2.04  -0.50
C: -0.72 0.25 0.75  -0.45
C: 0.19 -0.18 1.95  -0.42
C: 1.46 -0.98 1.49  -0.23
N: 0.98 -2.07 0.53  -0.75
H: 0.56 0.05 -2.32  0.41
H: -0.61 -0.86 -1.60  0.39
H: 1.00 1.19 -0.25  0.21
H: -1.22 2.85 -0.68  0.16
H: -1.51 -0.52 0.62  0.22
H: -1.40 1.04 1.15  0.25
H: 0.57 0.71 2.43  0.24
H: -0.44 -0.69 2.67  0.23
H: 1.71 -1.55 2.40  0.24
H: 2.29 -0.42 1.05  0.24
H: 1.73 -2.74 0.40  0.45
H: 0.00 -2.32 0.62  0.44
H: 0.98 -1.55 -0.41  0.47

Properties
- SMILES = N[C@@H](C=O)CCC[NH3+]
- 2S+1 = 1
- net charge = +1

Most stable structure - 1; separation to the second - 6.3 kJ/mol.

1 | ORCA calculation (the ωB97M-V functional and the def2-TZVPD basis) on an isolated ion of composition C5H13N2O and charge +1.

Last column: natural (NBO) charge in e.
CARTESIAN COORDINATES (ANGSTROEM)
N: 1.40 0.00 -0.52  -0.88
C: -0.03 0.08 -0.85  -0.18
C: -0.18 -0.30 -2.33  0.40
O: 0.79 -0.39 -3.06  -0.48
C: -0.78 -0.79 0.18  -0.43
C: -1.49 0.12 1.25  -0.42
C: -0.54 1.06 2.07  -0.24
N: 0.57 0.16 2.38  -0.73
H: 2.01 0.87 -0.87  0.39
H: 1.73 -0.75 -1.02  0.38
H: -0.31 1.21 -0.73  0.22
H: -1.08 -0.53 -2.75  0.14
H: -0.14 -1.62 0.71  0.20
H: -1.50 -1.52 -0.42  0.27
H: -2.36 0.76 0.87  0.25
H: -1.95 -0.61 2.02  0.23
H: -0.93 1.31 3.03  0.23
H: -0.38 1.93 1.45  0.24
H: 0.78 0.17 3.40  0.45
H: 0.62 -0.79 1.93  0.47
H: 1.54 0.54 1.93  0.48

Properties
- SMILES = N[C@@H](C=O)CCC[NH3+]
- 2S+1 = 1
- net charge = +1

2 | ORCA calculation (the ωB97M-V functional and the def2-TZVPD basis) on C5H13N2O as an isolated structure.

Last column: natural (NBO) charge in e.
CARTESIAN COORDINATES (ANGSTROEM)
N: 2.97 -0.39 -0.18  -0.57
C: 2.24 0.58 -0.74  -0.23
C: 0.63 0.23 -0.33  0.21
N: -0.28 1.03 -0.84  -0.34
C: -1.75 -2.19 0.82  -0.27
C: -2.47 -1.32 0.06  -0.27
C: -0.51 2.21 -0.08  -0.48
O: 0.70 0.17 1.11  -0.74
H: 0.51 -0.82 -0.63  0.18
H: 1.53 -0.31 1.29  0.51
H: 3.70 -0.65 -0.84  0.37
H: 2.41 1.64 -0.51  0.27
H: 2.26 0.51 -1.84  0.19
H: -1.90 -2.25 1.88  0.28
H: -1.23 -2.97 0.28  0.27
H: -1.29 -0.99 0.52  0.39
H: -2.56 -1.45 -1.02  0.29
H: -3.18 -0.68 0.58  0.27
H: -0.92 3.01 -0.70  0.22
H: 0.38 2.57 0.45  0.22
H: -1.25 2.06 0.71  0.22

Properties
- 2S+1 = 1
- net charge = +1

3 | ORCA calculation (the ωB97M-V functional and the def2-TZVPD basis) on an isolated ion of composition C5H13N2O and charge +1.

Last column: natural (NBO) charge in e.
CARTESIAN COORDINATES (ANGSTROEM)
C: -0.59 0.70 -2.39  -0.47
C: -0.96 0.16 -1.22  0.16
N: -1.03 -1.27 -1.20  -0.86
C: -0.80 0.78 0.11  -0.49
C: 0.66 0.64 0.65  -0.05
N: 1.43 -0.35 -0.21  -0.73
C: 0.77 0.03 2.12  -0.10
O: -0.52 -0.24 2.64  -0.72
H: -0.70 0.31 -3.39  0.23
H: -0.44 1.80 -2.38  0.21
H: -1.22 -1.73 -2.08  0.40
H: -1.73 -1.65 -0.58  0.39
H: -1.15 1.80 0.34  0.27
H: -1.46 0.13 0.75  0.26
H: 1.04 1.67 0.50  0.24
H: 2.31 -0.76 0.11  0.44
H: 1.80 0.08 -1.07  0.44
H: 0.74 -1.05 -0.61  0.47
H: 1.08 0.88 2.75  0.21
H: 1.50 -0.77 2.39  0.20
H: -0.75 -1.16 2.77  0.49

Properties
- SMILES = C=C(N)C[C@H]([NH3+])CO
- 2S+1 = 1
- net charge = +1

Most stable structure - 3; separation to the second - 65.8 kJ/mol.